# C36H37NP2ReS

C36H37NP2ReS as an isolated structure (ωB97M-V/def2-TZVPD, the OMol25 dataset).

Structure (ORCA input):
```
! wB97M-V def2-TZVPD RIJCOSX def2/J DEFGRID3
* xyz 2 4
Re 0.051 0.045 -0.314
S -1.286 -1.206 -1.331
P -0.016 1.893 -1.645
P 1.954 -0.889 -1.254
N 0.278 -1.237 2.637
C 4.495 -2.128 1.763
C 0.253 -0.767 1.551
C -1.803 2.472 -5.286
C 5.865 -1.307 -0.059
C 1.086 -4.639 -3.806
C 4.320 2.205 -5.596
C -0.885 2.480 -4.233
C 2.931 -0.019 -7.013
C 5.760 -1.852 1.226
C 4.711 -0.998 -0.786
C 2.879 2.517 -5.305
C 0.433 -3.429 -4.081
C 4.000 -0.255 -4.777
C 0.416 6.110 0.262
C -3.130 2.092 -5.051
C 0.164 3.601 -0.977
C 1.799 -2.304 -2.411
C 2.150 -4.662 -2.903
C -3.535 1.760 -3.753
C 3.348 -1.894 1.001
C 1.071 3.783 0.079
C 3.445 -1.290 -0.265
C -0.451 5.942 -0.824
C 2.390 0.566 -2.264
C 4.924 0.913 -4.982
C -1.276 2.073 -2.958
C -2.613 1.745 -2.705
C 0.838 -2.259 -3.439
C 1.573 1.638 -2.440
C -1.240 1.277 0.816
C 2.474 -3.516 -2.171
C 1.850 2.118 -6.061
C -0.577 4.696 -1.451
C 3.022 -0.590 -5.629
C 1.936 1.150 -7.193
C 1.175 5.023 0.708
H 3.920 0.310 -7.366
H 1.872 2.473 -3.061
H 4.515 2.214 -6.682
H -0.399 -3.389 -4.789
H 2.371 -2.155 1.403
H 3.249 -3.557 -1.410
H 6.846 -1.116 -0.498
H 0.897 2.649 -6.047
H 0.933 0.736 -7.375
H 0.499 7.086 0.748
H 2.213 1.687 -8.118
H 1.843 5.144 1.558
H 0.756 -5.557 -4.293
H 2.745 3.274 -4.522
H -2.911 1.433 -1.703
H 5.764 0.617 -5.634
H -1.048 6.783 -1.187
H 1.675 2.947 0.436
H 2.718 -5.582 -2.742
H 6.663 -2.069 1.804
H 0.148 2.791 -4.381
H -0.723 1.501 1.763
H -1.477 2.760 -6.288
H -1.261 4.574 -2.296
H 3.369 0.518 -2.757
H 4.904 3.044 -5.180
H 4.250 -0.914 -3.941
H -4.573 1.493 -3.555
H -1.621 2.200 0.360
H 5.374 1.185 -4.015
H 2.603 -0.823 -7.689
H -3.848 2.067 -5.880
H -2.073 0.604 1.052
H 0.360 -1.307 -3.695
H 2.303 -1.380 -5.392
H 4.806 -0.528 -1.761
H 4.412 -2.527 2.774
*
```

Its orbital gap (spin up / spin down) is 5.961 / 4.069 eV. Its energy above the lowest of the compared OMol25 structures with the same formula, charge and spin is 0.00 kJ/mol. As for the expectation value of S²: 3.7766. As for the strongest force on any atom: 5.346 eV/Å.

# C36H37NP2SeTc

C36H37NP2SeTc as an isolated structure (ωB97M-V/def2-TZVPD, the OMol25 dataset).

Structure (ORCA input):
```
! wB97M-V def2-TZVPD RIJCOSX def2/J DEFGRID3
* xyz 2 4
Tc -0.208 0.144 3.006
Se 1.981 -2.585 6.343
P 1.249 0.701 -1.825
P -0.105 -1.635 -2.052
N 0.583 -0.894 4.345
C 2.146 0.893 -3.471
C -1.162 -4.991 -5.187
C -1.133 -0.210 -2.488
C 2.552 4.303 0.737
C -0.916 -2.809 1.815
C 2.953 2.006 -3.762
C -1.720 1.158 6.019
C -0.513 -2.871 -3.405
C -2.267 0.039 3.818
C -0.753 2.142 2.696
C 1.520 0.485 1.962
C 3.399 3.208 0.532
C -2.148 -3.456 1.670
C -2.071 -3.062 -0.725
C 1.140 -1.624 5.149
C -3.064 1.243 3.338
C -0.199 2.020 4.025
C -0.264 -2.273 0.712
C -1.624 -2.781 -4.261
C -0.978 2.329 5.322
C -0.470 0.985 -2.338
C 3.320 1.182 -6.018
C -2.239 2.159 2.408
C 2.519 0.068 -5.739
C 0.315 -4.010 -3.527
C 1.958 -0.088 -4.472
C 3.546 2.136 -5.027
C -0.857 -2.387 -0.569
C -0.015 -5.055 -4.389
C -1.961 -3.848 -5.115
C 1.711 2.186 -0.879
C 0.873 3.297 -0.693
C 1.304 4.356 0.110
C 2.989 2.157 -0.277
C -2.727 -3.578 0.402
C -1.973 -0.048 5.189
H -2.483 -3.173 -1.737
H 0.661 5.229 0.233
H -3.690 -4.073 0.258
H -2.254 -1.893 -4.245
H -2.646 3.182 2.435
H -2.005 -0.994 5.734
H 2.102 -0.388 1.629
H 4.187 2.996 -5.238
H 3.109 2.778 -3.004
H -0.095 3.348 -1.187
H 0.698 -1.756 0.838
H -1.430 -5.827 -5.838
H -0.884 1.978 -2.533
H 0.622 -5.938 -4.424
H -2.125 -0.356 -2.914
H 2.345 -0.684 -6.511
H -3.920 0.888 2.743
H 3.768 1.295 -7.005
H -2.371 1.787 1.375
H 3.630 1.283 -0.429
H -2.604 -0.887 3.350
H 1.103 0.964 1.052
H 2.239 1.217 2.367
H 2.881 5.123 1.377
H -0.156 2.714 1.969
H -2.877 -3.790 -5.703
H -1.678 3.165 5.176
H -1.102 0.852 6.892
H -3.528 1.783 4.176
H -0.457 -2.736 2.804
H -2.633 -3.866 2.554
H -0.244 2.721 6.050
H -2.652 1.541 6.480
H 1.367 -0.981 -4.252
H 0.823 2.418 4.076
H 1.224 -4.075 -2.924
H 4.385 3.162 0.998
*
```

Its orbital gap (spin up / spin down) is 6.042 / 5.950 eV. Its energy above the lowest of the compared OMol25 structures with the same formula, charge and spin is 0.00 kJ/mol. As for the expectation value of S²: 3.8160. As for the strongest force on any atom: 3.194 eV/Å.

# C36H38F5N6OS5SiW

C36H38F5N6OS5SiW as an isolated structure (ωB97M-V/def2-TZVPD, the OMol25 dataset).

Structure (ORCA input):
```
! wB97M-V def2-TZVPD RIJCOSX def2/J DEFGRID3
* xyz 1 3
W -0.013 0.400 0.337
S 2.099 4.345 0.457
S 0.461 -0.372 -2.019
S 1.727 1.598 1.817
S -1.446 -1.722 0.806
S 1.853 -1.390 0.512
Si -1.115 0.756 3.532
F -2.584 -0.395 -1.654
F -3.694 0.834 -6.029
F 0.813 0.399 -4.833
F -1.059 0.935 -6.680
F -4.434 0.169 -3.499
O 5.823 1.441 0.412
N 0.777 2.319 -0.435
N 3.581 -1.547 -1.443
N 4.021 0.129 0.148
N -1.250 1.126 1.798
N -0.368 -3.331 2.683
N -0.054 -4.041 0.657
C -1.428 0.607 -5.445
C 4.775 -1.552 -2.295
C 0.431 -0.263 3.912
C -0.121 3.229 -2.581
C -2.390 2.190 -0.028
C -0.476 0.322 -4.483
C -3.474 2.810 -0.623
C 1.530 2.727 0.564
C 0.610 3.314 -1.402
C 0.372 -4.575 2.899
C -2.388 1.788 1.310
C 3.263 -0.849 -0.381
C -0.816 -0.011 -3.175
C -0.563 -3.069 1.399
C -2.553 -0.293 4.142
C 3.535 1.699 -2.341
C 0.543 5.497 -3.107
C -0.991 2.364 4.466
C -2.773 0.561 -5.115
C 1.263 5.595 -1.931
C 5.636 -1.581 -4.647
C 5.719 3.020 -3.454
C 4.965 1.091 -0.351
C 4.490 3.021 -4.106
C 0.670 -5.033 1.450
C 4.764 1.692 -1.690
C 5.855 2.363 -2.245
C -0.145 4.324 -3.426
C 3.401 2.367 -3.550
C -3.528 2.093 2.065
C -4.594 3.099 0.139
C -2.174 -0.059 -2.883
C -4.603 2.742 1.483
C -3.147 0.225 -3.825
C 1.287 4.495 -1.084
C 4.397 -1.485 -3.767
H 2.446 2.370 -4.058
H -0.163 2.956 4.071
H -1.900 2.961 4.389
H 0.504 6.341 -3.781
H 1.788 6.504 -1.672
H 4.379 3.537 -5.051
H 5.368 -1.498 -5.698
H 6.340 -0.779 -4.417
H -3.401 0.302 4.482
H 5.431 -0.734 -2.012
H -1.493 2.020 -0.618
H -2.229 -0.889 4.999
H 6.151 -2.533 -4.506
H -0.233 -5.294 3.448
H -0.059 -3.995 -0.347
H 1.735 -4.993 1.225
H -2.920 -0.965 3.364
H 3.860 -0.559 -3.968
H 2.671 1.202 -1.917
H -0.653 2.325 -2.834
H 1.285 -4.381 3.460
H 0.201 -0.966 4.718
H 1.228 0.384 4.282
H -0.706 4.270 -4.349
H 6.797 2.360 -1.714
H 6.564 3.540 -3.883
H 3.707 -2.304 -3.992
H 2.845 -2.182 -1.730
H -5.443 3.601 -0.302
H 0.832 -0.832 3.072
H -5.468 2.971 2.092
H 5.306 -2.487 -2.099
H -0.801 2.180 5.526
H 3.825 0.295 1.128
H -3.583 1.825 3.108
H 0.301 -6.036 1.246
H -3.432 3.092 -1.668
H -0.689 -2.712 3.408
*
```

Its orbital gap (spin up / spin down) is 6.267 / 6.616 eV. As for the expectation value of S²: 2.0185. As for the strongest force on any atom: 1.252 eV/Å.

# C36H38IrN5O4S3

C36H38IrN5O4S3 as an isolated structure (ωB97M-V/def2-TZVPD, the OMol25 dataset).

Structure (ORCA input):
```
! wB97M-V def2-TZVPD RIJCOSX def2/J DEFGRID3
* xyz 0 1
Ir -0.375 -1.357 -0.592
S 0.233 0.120 2.995
S 0.102 2.110 5.216
S 1.589 -0.586 0.307
O 0.834 -2.919 -1.288
O 0.067 -0.334 -2.295
O 3.641 -0.561 -7.328
O 4.163 -2.466 -6.470
N -1.749 0.058 -0.193
N 3.555 -1.412 -6.464
N 2.021 1.522 1.833
N -1.098 -2.058 1.261
N 1.747 2.112 3.042
C -4.739 -1.195 -1.225
C -0.908 -2.942 2.265
C -2.501 -0.172 0.846
C 1.518 -2.892 -2.324
C -0.959 3.863 0.563
C 2.508 3.278 3.372
C 3.800 4.545 4.934
C -3.619 -0.921 -2.235
C -2.174 0.969 -1.213
C -2.995 2.692 -3.205
C -3.072 0.501 -2.181
C 0.890 -0.636 -3.226
C -2.690 -1.687 2.876
C 2.510 -2.086 -4.368
C -2.565 -2.034 -2.198
C 1.636 -1.852 -3.288
C 3.051 3.417 4.640
C -1.889 -2.737 3.265
C 4.013 5.519 3.969
C 2.645 -1.154 -5.350
C -2.190 -1.270 1.643
C 1.015 -4.243 1.209
C 1.914 0.052 -5.318
C 2.719 4.241 2.398
C 1.304 0.464 1.669
C 3.475 5.362 2.701
C -1.630 2.250 -1.264
C 0.761 1.568 3.804
C 1.119 -3.475 3.564
C 0.748 2.970 -1.082
C -2.070 3.110 -2.266
C -0.455 -5.306 2.888
C 1.060 0.300 -4.289
C -0.539 2.679 -0.307
C -3.478 1.392 -3.168
C 0.184 -3.979 2.451
H 1.027 2.113 -1.695
H -4.075 -0.999 -3.226
H 1.569 3.163 -0.392
H 2.303 4.103 1.410
H 1.590 -2.535 3.270
H -0.158 4.130 1.256
H -1.140 -5.677 2.123
H 0.327 -6.052 3.037
H -5.254 -2.123 -1.483
H -4.356 -1.311 -0.211
H 4.224 4.657 5.923
H 1.729 -5.041 1.424
H -1.672 4.116 -2.315
H -4.176 1.056 -3.925
H -1.008 -5.212 3.822
H 0.482 1.214 -4.238
H 2.882 2.655 5.387
H -0.336 1.838 0.353
H -5.471 -0.388 -1.229
H 1.576 -3.359 0.915
H -1.754 -1.848 -2.900
H 0.633 3.842 -1.730
H -1.965 -3.297 4.182
H 2.102 -3.797 -2.525
H -3.515 -1.243 3.411
H -1.184 4.742 -0.045
H 0.395 -4.558 0.370
H -3.347 0.474 1.058
H -3.015 -2.995 -2.460
H -2.203 -2.233 -1.160
H -1.846 3.627 1.154
H 0.578 -3.309 4.496
H 4.599 6.397 4.205
H 3.077 -3.006 -4.423
H 3.641 6.114 1.941
H -3.329 3.370 -3.979
H 1.906 -4.210 3.747
H 2.047 0.762 -6.121
*
```

Its orbital gap is 6.906 eV. Its energy above the lowest of the compared OMol25 structures with the same formula, charge and spin is 0.00 kJ/mol. As for the strongest force on any atom: 0.130 eV/Å.

# C36H38MnN6O3S

C36H38MnN6O3S as an isolated structure (ωB97M-V/def2-TZVPD, the OMol25 dataset).

Structure (ORCA input):
```
! wB97M-V def2-TZVPD RIJCOSX def2/J DEFGRID3
* xyz 2 6
Mn -0.141 0.175 -0.121
S 0.627 3.647 -1.086
O 3.702 2.580 -6.978
O 0.512 2.290 -0.424
O 4.249 3.497 -5.043
N 0.350 -2.095 0.323
N -2.161 -1.046 -0.790
N 2.145 0.292 0.734
N -0.326 -0.025 -2.544
N -0.106 0.192 2.360
N -1.936 1.430 0.750
C 1.838 0.944 -2.861
C -0.745 -4.111 0.959
C 3.348 1.604 2.321
C -2.649 2.193 -0.085
C 0.186 -3.918 -1.226
C -1.371 0.620 2.959
C 2.397 4.106 -0.947
C 0.606 -2.655 -0.870
C -0.536 -4.654 -0.294
C -2.146 1.547 2.058
C -0.273 -2.832 1.246
C -3.074 2.440 2.582
C 4.513 0.565 0.520
C -3.813 3.227 1.715
C 0.126 4.871 0.186
C -4.280 -2.580 -1.738
C 2.452 5.426 -0.191
C 2.175 1.039 1.840
C 3.300 0.042 0.112
C -0.421 -2.302 2.653
C -3.596 3.101 0.349
C -1.263 -0.766 -2.988
C 0.875 1.269 2.566
C 1.393 5.315 0.902
C -3.319 -2.087 -2.606
C -3.094 -1.508 0.031
C -2.277 -1.323 -2.095
C 0.375 0.842 -4.764
C 1.334 1.497 -5.520
C 2.542 1.884 -4.952
C -4.168 -2.280 -0.391
C 0.380 -1.050 2.989
C 2.791 1.591 -3.615
C 4.535 1.380 1.642
C 3.570 2.727 -5.659
C 0.615 0.566 -3.418
H 2.211 6.256 -0.858
H 1.240 6.259 1.424
H 0.387 -0.926 4.080
H -4.900 -2.631 0.324
H -2.445 2.064 -1.143
H 1.085 1.398 3.636
H -0.338 5.696 -0.358
H -4.150 3.694 -0.365
H -2.983 -1.246 1.078
H 0.420 -4.322 -2.202
H 5.460 1.816 1.994
H 3.449 5.605 0.212
H 1.187 -2.054 -1.562
H 2.005 0.740 -1.815
H -1.353 -1.023 -4.043
H 1.407 -1.209 2.663
H -1.205 1.103 3.930
H 2.852 3.291 -0.380
H -4.545 3.925 2.096
H -1.994 -0.255 3.151
H -1.482 -2.181 2.887
H 2.826 4.147 -1.947
H 1.102 1.746 -6.549
H 1.697 4.566 1.639
H 3.331 2.203 3.223
H -0.899 -5.645 -0.533
H -3.215 2.509 3.653
H 3.149 1.883 -7.344
H 0.434 2.199 2.197
H 5.417 0.332 -0.024
H 3.733 1.907 -3.184
H -1.253 -4.680 1.727
H -5.102 -3.180 -2.105
H -0.576 0.600 -5.221
H -3.375 -2.283 -3.669
H 3.256 -0.615 -0.750
H -0.065 -3.088 3.323
H -0.620 4.395 0.822
*
```

Its orbital gap (spin up / spin down) is 8.000 / 7.969 eV. Its energy above the lowest of the compared OMol25 structures with the same formula, charge and spin is 0.00 kJ/mol. As for the expectation value of S²: 8.7525. As for the strongest force on any atom: 0.569 eV/Å.

no.,DFT total energy (eV)
1,-70944.7019
2,-125524.2823
3,-126402.0439
4,-88932.8798
5,-95178.1194